# 1
Formula: C13H16FeI2N3O
Source: the Open Molecules 2025 dataset
Level of theory: ωB97M-V/def2-TZVPD

Structure (XYZ):
```
36
Properties=species:S:1:pos:R:3:lowdin_charge:R:1
C 0.944 -2.306 -2.834 -0.07
I 2.017 -2.159 1.033 0.50
H 1.959 -1.857 -3.122 0.05
H 0.151 -2.282 -3.634 0.06
H 1.243 -3.344 -2.576 0.04
C -1.227 2.107 -2.162 -0.11
C -0.059 0.273 -1.665 -0.38
N -1.209 1.029 -1.368 -0.07
H 0.044 2.654 -3.831 0.10
I 2.615 1.692 -0.125 0.05
N 0.415 0.853 -2.822 -0.13
H -1.970 2.841 -2.099 0.09
Fe 1.058 -0.291 -0.189 -0.30
C -0.070 -1.422 -1.750 -0.40
O -1.236 -1.631 -1.289 -0.12
C -0.234 1.999 -3.038 -0.14
C 1.652 0.519 -3.549 -0.06
H 2.535 0.953 -3.027 0.03
H 1.554 1.015 -4.535 0.08
H 1.758 -0.570 -3.652 0.02
C -2.141 0.770 -0.266 -0.06
H -3.156 0.753 -0.646 0.07
H -2.080 1.553 0.489 0.07
H -1.867 -0.190 0.162 0.05
N -0.045 -0.185 1.192 -0.16
C -0.101 -0.281 2.499 -0.45
C 0.659 -1.157 3.292 -0.22
C 0.564 -1.127 4.671 -0.16
C -0.308 -0.255 5.282 -0.20
C -1.119 0.646 4.529 -0.14
C -1.018 0.643 3.119 -0.05
H 1.339 -1.827 2.786 -0.25
H 1.159 -1.800 5.259 0.08
H -0.426 -0.244 6.386 0.06
H -1.819 1.315 4.986 0.06
H -1.583 1.316 2.495 0.06
```

LUMO level (alpha / beta) in eV: 4.818 / 4.753
E_HOMO (alpha / beta) in Eh: 0.0337 / 0.0052
Energy in a.u.: -2603.366695
Multiplicity: 6
Total charge: -2


# 2
Formula: C22H45N2O5
Source: the Open Molecules 2025 dataset
Level of theory: ωB97M-V/def2-TZVPD

Structure (XYZ):
```
74
Properties=species:S:1:pos:R:3:lowdin_charge:R:1
C 4.023 1.834 -0.340 0.04
C 3.525 0.596 -0.551 -0.07
C 2.838 0.191 -1.819 -0.46
O 3.486 0.049 -2.849 0.14
O 1.481 0.010 -1.733 -0.05
C 1.007 -1.217 -2.311 -0.17
C 1.300 -2.410 -1.419 -0.15
C 0.253 -2.690 -0.323 -0.16
C 0.770 -2.231 1.060 -0.16
C -0.087 -1.172 1.773 -0.14
C -0.779 -0.143 0.867 -0.12
N -0.732 1.233 1.457 -0.07
C 0.534 1.928 1.078 -0.10
C 0.864 3.110 1.982 -0.23
O 2.114 3.639 1.628 -0.03
C -1.983 2.044 1.257 -0.10
C -2.561 2.049 -0.142 -0.16
C -1.758 2.847 -1.168 -0.25
N -1.056 1.929 -2.077 0.02
H 3.420 2.727 -0.446 0.06
H 5.057 1.960 -0.042 0.07
H 3.593 -0.145 0.239 0.11
H 1.460 -1.389 -3.283 0.12
H -0.058 -1.094 -2.478 0.12
H 2.304 -2.322 -1.013 0.12
H 1.328 -3.280 -2.072 0.12
H 0.156 -3.770 -0.280 0.11
H -0.736 -2.307 -0.562 0.11
H 1.792 -1.869 1.030 0.10
H 0.782 -3.088 1.722 0.10
H 0.596 -0.616 2.424 0.11
H -0.823 -1.606 2.440 0.12
H -1.831 -0.411 0.828 0.13
H -0.443 -0.121 -0.163 0.11
H -0.665 1.081 2.463 0.17
H 1.322 1.198 1.252 0.12
H 0.567 2.156 0.019 0.12
H 0.143 3.919 1.912 0.12
H 0.852 2.756 3.018 0.13
H 2.792 3.134 2.082 0.10
H -1.817 3.075 1.546 0.13
H -2.728 1.658 1.948 0.14
H -3.534 2.525 -0.061 0.13
H -2.757 1.058 -0.541 0.11
H -1.009 3.483 -0.697 0.10
H -2.408 3.486 -1.763 0.11
H -1.698 1.194 -2.348 0.05
H -0.838 2.408 -2.941 0.07
C -4.056 1.676 -5.988 -0.16
C -5.284 2.377 -5.413 -0.16
C -5.465 1.655 -4.085 -0.20
O -4.153 1.259 -3.655 -0.17
C -3.231 1.433 -4.736 -0.22
H -3.526 2.260 -6.738 0.12
H -4.344 0.724 -6.439 0.12
H -5.063 3.432 -5.239 0.12
H -6.163 2.315 -6.051 0.12
H -6.073 0.753 -4.202 0.12
H -5.922 2.283 -3.320 0.12
H -2.598 2.298 -4.505 0.10
H -2.596 0.548 -4.816 0.12
C 3.989 -3.696 5.551 -0.17
C 3.079 -4.894 5.302 -0.17
C 1.828 -4.226 4.752 -0.20
O 2.265 -3.047 4.061 -0.17
C 3.640 -2.793 4.378 -0.21
H 5.047 -3.948 5.589 0.12
H 3.719 -3.212 6.492 0.12
H 3.521 -5.546 4.545 0.12
H 2.883 -5.490 6.191 0.12
H 1.153 -3.921 5.558 0.12
H 1.276 -4.866 4.062 0.11
H 4.245 -3.035 3.497 0.12
H 3.769 -1.734 4.606 0.11
```

LUMO level in eV: -2.419
E_HOMO in Eh: -0.4216
Energy in a.u.: -1350.604950
Multiplicity: 1
Total charge: +1


# 3
Formula: C11H24N3O
Source: the Open Molecules 2025 dataset
Level of theory: ωB97M-V/def2-TZVPD

Structure (XYZ):
```
39
Properties=species:S:1:pos:R:3:lowdin_charge:R:1
C -1.648 1.664 2.760 -0.11
C -0.537 2.411 1.916 -0.21
C 0.804 1.534 1.705 -0.11
C 1.110 1.515 0.175 -0.16
C 2.046 2.335 -0.550 0.05
N 1.834 1.888 -1.885 0.12
C 0.874 0.918 -1.930 -0.16
C 0.430 0.294 -3.311 -0.13
N -1.054 0.550 -3.422 -0.01
N 0.377 0.622 -0.660 0.04
C -0.690 -0.355 -0.342 -0.07
C -0.204 -1.651 0.447 -0.35
C 1.358 -1.798 0.595 -0.07
C -0.956 -1.815 1.844 -0.07
H -2.349 2.442 3.164 0.08
H -2.274 1.008 2.085 0.06
H -1.202 1.034 3.576 0.08
H -0.958 2.602 0.885 0.10
H -0.216 3.395 2.345 0.11
H 0.709 0.505 2.132 0.08
H 1.683 2.012 2.230 0.13
H 2.714 3.113 -0.129 0.14
H 2.360 2.332 -2.636 0.18
H 0.899 0.856 -4.163 0.13
H 0.680 -0.796 -3.378 0.12
H -1.251 1.087 -4.273 0.08
H -1.317 1.160 -2.640 0.06
H -1.129 -0.684 -1.324 0.13
H -1.486 0.166 0.249 0.12
H -0.554 -2.550 -0.169 0.11
H 1.830 -1.110 1.343 0.07
H 1.844 -1.768 -0.422 0.08
H 1.550 -2.847 0.980 0.10
H -0.591 -2.753 2.352 0.09
H -0.771 -0.954 2.539 0.05
H -2.069 -1.896 1.703 0.09
O -0.621 -4.771 -0.871 -0.06
H -1.294 -4.516 -1.514 0.04
H 0.071 -5.177 -1.405 0.05
```

LUMO level in eV: -2.729
E_HOMO in Eh: -0.4745
Energy in a.u.: -672.769903
Multiplicity: 1
Total charge: +1


# 4
Formula: C31H49BBrCl4F2K2LiN4O9PS2
Source: the Open Molecules 2025 dataset
Level of theory: ωB97M-V/def2-TZVPD

Structure (XYZ):
```
107
Properties=species:S:1:pos:R:3:lowdin_charge:R:1
C -5.044 0.829 -1.002 -0.19
C -4.571 0.809 -2.578 -0.40
P -2.718 0.326 -2.825 1.01
C -2.361 0.859 -4.662 -0.32
C -2.438 -1.555 -2.585 -0.43
C -3.797 -2.376 -2.136 -0.12
O -4.846 -2.430 -3.169 -0.20
O -5.128 -3.726 -3.261 -0.07
O -1.404 -1.887 -1.569 -0.09
C -1.451 -0.961 -0.427 -0.23
O -2.540 -0.804 0.377 -0.21
C -0.132 -0.042 0.034 -0.04
C 0.027 -0.114 1.698 -0.35
C 1.585 -0.046 2.205 -0.40
S 1.928 -1.700 3.096 0.81
C 2.781 -1.317 4.741 -0.94
S 4.144 -0.250 4.633 0.63
N 2.368 -1.858 6.092 -0.20
C 0.872 -2.045 6.220 -0.15
C 0.297 -3.472 5.654 -0.17
O 1.335 -4.469 5.346 -0.18
C 2.325 -4.497 6.435 -0.19
C 3.153 -3.084 6.502 -0.13
B -1.913 -2.300 -3.993 -0.37
C -0.480 -3.158 -3.985 -0.30
O -2.654 -2.289 -5.269 0.00
H -5.874 1.678 -0.894 0.08
H -4.198 1.113 -0.242 0.06
H -5.579 -0.190 -0.762 0.07
H -4.694 1.923 -2.978 0.10
H -5.296 0.148 -3.251 0.10
H -3.124 0.280 -5.374 0.05
H -2.601 2.012 -4.843 0.06
H -1.257 0.637 -4.992 0.05
H -4.313 -1.944 -1.160 0.12
H -3.431 -3.467 -1.834 0.16
H -5.182 -3.988 -4.227 0.14
H -0.280 1.081 -0.281 0.15
H 0.878 -0.440 -0.404 0.14
H -0.443 -1.143 2.024 0.01
H -0.564 0.732 2.250 0.06
H 2.382 0.063 1.354 0.11
H 1.780 0.786 3.038 0.10
H 0.368 -1.160 5.612 0.13
H 0.603 -1.938 7.356 0.12
H -0.314 -3.282 4.649 0.13
H -0.475 -3.969 6.415 0.14
H 1.808 -4.648 7.488 0.06
H 3.096 -5.368 6.247 0.15
H 3.541 -2.970 7.616 0.14
H 4.062 -3.176 5.763 0.13
H -0.530 -3.939 -3.111 0.05
H 0.471 -2.455 -3.935 0.05
H -0.447 -3.788 -4.997 -0.04
H -2.061 -2.525 -6.054 0.11
Li 1.697 -6.355 8.347 0.90
F -1.023 2.916 -5.838 -0.67
K -2.186 -0.527 2.837 0.94
N 2.381 0.422 10.524 0.07
C 2.073 0.268 11.830 -0.13
C 1.502 -0.880 12.357 -0.06
C 1.226 -1.934 11.493 -0.08
C 1.530 -1.805 10.141 -0.11
C 2.103 -0.619 9.709 -0.15
H 2.304 1.119 12.463 0.11
H 1.278 -0.950 13.415 0.11
H 0.778 -2.849 11.869 0.10
H 1.327 -2.608 9.442 0.06
H 2.361 -0.471 8.665 0.09
C 7.211 -2.941 5.582 0.03
N 7.422 -3.384 6.987 -0.42
O 6.823 -4.401 7.356 0.02
O 8.184 -2.699 7.679 0.07
H 6.522 -3.633 5.094 0.09
H 6.789 -1.935 5.615 0.08
H 8.183 -2.948 5.085 0.11
C -2.156 2.559 -10.061 0.00
C -2.266 1.550 -8.952 -0.54
O -2.692 1.848 -7.838 0.07
N -1.877 0.268 -9.207 -0.02
C -1.355 -0.282 -10.435 -0.15
H -2.504 3.533 -9.703 0.10
H -1.114 2.659 -10.375 0.07
H -2.782 2.259 -10.905 0.09
H -1.982 -0.349 -8.410 0.15
H -2.018 -1.090 -10.753 0.11
H -0.364 -0.693 -10.227 -0.04
H -1.282 0.464 -11.228 0.09
F -1.652 4.784 -1.670 0.04
C -1.343 5.713 -2.584 -0.29
C -1.344 7.056 -2.223 -0.04
C -1.018 8.023 -3.173 -0.10
C -0.704 7.637 -4.479 -0.13
C -0.711 6.287 -4.833 -0.12
C -1.027 5.320 -3.880 -0.04
H -1.599 7.337 -1.206 0.11
H -1.008 9.075 -2.899 0.10
H -0.454 8.392 -5.221 0.09
H -0.471 5.990 -5.851 0.10
H -1.028 4.265 -4.136 0.08
Br 1.639 -4.762 -4.572 -0.44
C 3.166 5.922 -4.500 -2.00
Cl 3.096 6.267 -2.754 0.50
Cl 2.613 7.350 -5.411 0.53
Cl 4.843 5.536 -4.963 0.49
Cl 2.112 4.535 -4.874 0.55
K 1.137 0.257 -9.373 0.99
```

LUMO level in eV: -5.490
E_HOMO in Eh: -0.2301
Energy in a.u.: -9090.385563
Multiplicity: 1
Total charge: +1


# 5
Formula: C19H24N2O
Source: the Open Molecules 2025 dataset
Level of theory: ωB97M-V/def2-TZVPD

Structure (XYZ):
```
46
Properties=species:S:1:pos:R:3:lowdin_charge:R:1
O 1.805 2.769 0.222 -0.03
C 1.238 2.782 -1.062 -0.32
C -0.215 2.254 -0.971 -0.14
N -0.238 1.032 -0.190 -0.16
C 0.045 -0.153 -0.995 -0.15
C -0.443 -1.414 -0.298 -0.18
N -1.895 -1.422 -0.237 -0.15
C -2.438 -2.469 0.618 -0.15
C -2.112 -2.323 2.086 -0.22
C -2.939 -1.594 2.933 -0.06
C -2.598 -1.398 4.260 -0.08
C -1.422 -1.930 4.761 -0.09
C -0.600 -2.674 3.933 -0.08
C -0.946 -2.873 2.607 -0.06
C -2.439 -0.088 -0.027 -0.16
C -1.422 0.841 0.641 -0.15
C 2.060 2.019 -2.082 -0.20
C 3.180 1.291 -1.703 -0.04
C 3.918 0.595 -2.644 -0.08
C 3.546 0.620 -3.977 -0.10
C 2.440 1.357 -4.365 -0.08
C 1.706 2.056 -3.425 -0.05
H 1.464 1.967 0.650 0.09
H 1.205 3.834 -1.377 0.15
H -0.632 2.123 -1.981 0.12
H -0.803 3.012 -0.448 0.12
H 1.125 -0.219 -1.153 0.11
H -0.433 -0.088 -1.986 0.13
H -0.126 -2.292 -0.871 0.13
H 0.026 -1.468 0.697 0.11
H -3.522 -2.473 0.472 0.12
H -2.039 -3.417 0.244 0.12
H -3.867 -1.185 2.558 0.11
H -3.253 -0.830 4.904 0.10
H -1.153 -1.774 5.795 0.10
H 0.311 -3.106 4.321 0.10
H -0.310 -3.476 1.974 0.11
H -2.711 0.329 -1.006 0.12
H -3.347 -0.141 0.573 0.11
H -1.109 0.401 1.596 0.12
H -1.880 1.808 0.858 0.12
H 3.476 1.284 -0.665 0.11
H 4.788 0.033 -2.336 0.10
H 4.120 0.075 -4.712 0.10
H 2.152 1.392 -5.406 0.10
H 0.854 2.643 -3.738 0.11
```

LUMO level in eV: 0.804
E_HOMO in Eh: -0.3031
Energy in a.u.: -923.132800
Multiplicity: 1
SMILES: O[C@H](CN1CCN(Cc2ccccc2)CC1)c1ccccc1